ORCA calculation (ωB97M-V/def2-TZVPD) on a structure of composition C6H6N4.

## Properties
HOMO   -8.66 eV
Orbital gap   9.555 eV
Relative energy (zero: lowest compared OMol25 entry of this formula, charge and spin)   837.4 kJ/mol

Positions of all 16 atoms, in Å:
C (1.6709, -0.1399, 1.2889)
C (1.5722, -0.4667, -1.2267)
C (0.3888, -0.5152, 1.5199)
C (0.3442, -0.9144, -1.1038)
C (1.2632, 0.4188, -0.0409)
C (-0.1677, -0.4201, 0.1618)
N (0.6048, 1.7055, -0.2122)
N (-0.6385, 1.7546, -0.1548)
N (-1.2388, 0.5570, 0.1074)
N (-2.5383, 0.3529, -0.1725)
H (2.7346, -0.1901, 1.5600)
H (2.5506, -0.4418, -1.6807)
H (-0.2166, -0.9808, 2.3110)
H (-0.3668, -1.6463, -1.7405)
H (-3.1065, 0.6379, 0.5971)
H (-2.8560, 0.2887, -1.2140)



ORCA calculation (ωB97M-V/def2-TZVPD) on a cluster of 2 separate species, C16H30BIN4O5P in total.

## Properties
Total charge   +1
HOMO   -9.81 eV
Orbital gap   4.592 eV

Positions of all 58 atoms, in Å:
C (-2.5186, -2.6019, 0.8658)
C (-2.3929, -2.7508, 2.3718)
O (-1.3670, -1.8775, 2.9157)
B (-1.6263, -0.5950, 3.1451)
O (-2.7732, 0.0454, 2.7852)
C (-0.4439, 0.2293, 3.8781)
C (-0.3470, 0.2378, 5.2613)
O (-1.3717, -0.4455, 5.8975)
C (-0.9990, -1.4068, 6.7062)
N (-0.6610, -2.2445, 7.4192)
C (0.6526, 0.9158, 5.9232)
P (0.8725, 0.8965, 7.7919)
O (1.5948, 2.3469, 7.9720)
O (-0.6590, 1.1967, 8.2301)
C (1.5619, 1.5534, 5.0590)
N (1.4769, 1.5649, 3.7491)
N (0.4799, 0.9109, 3.2014)
C (0.4042, 0.9186, 1.7085)
C (1.4576, 1.7867, 1.0476)
C (1.1815, 3.2865, 1.1711)
I (1.4090, 1.1737, -1.0128)
H (-1.5970, -2.1907, 0.4528)
H (-2.7019, -3.5653, 0.3987)
H (-3.3217, -1.9194, 0.5920)
H (-2.0722, -3.7554, 2.6337)
H (-3.3325, -2.5622, 2.8876)
H (-2.9723, 0.8476, 3.2756)
H (1.6024, 2.9451, 7.2184)
H (-1.1203, 1.8775, 7.7259)
H (2.4275, 2.0681, 5.4553)
H (0.4901, -0.1194, 1.3903)
H (-0.5864, 1.2893, 1.4447)
H (2.4554, 1.5414, 1.3916)
H (0.1355, 3.4628, 1.4336)
H (1.7900, 3.7337, 1.9556)
H (1.3594, 3.8153, 0.2402)
C (0.3289, 1.8242, -5.0593)
C (1.1654, 0.5848, -5.3372)
N (0.5307, -0.6350, -4.8706)
C (1.4276, -1.7784, -4.8337)
C (2.0105, -2.2854, -6.1570)
C (-0.8034, -0.8844, -5.3945)
C (-0.9794, -0.9400, -6.9164)
H (0.0363, 1.8473, -4.0084)
H (0.9093, 2.7210, -5.2781)
H (-0.5758, 1.8659, -5.6657)
H (2.1150, 0.6752, -4.8008)
H (1.4216, 0.5607, -6.4075)
H (0.9042, -2.5991, -4.3355)
H (2.2599, -1.5129, -4.1728)
H (1.2657, -2.7980, -6.7638)
H (2.8094, -3.0006, -5.9537)
H (2.4391, -1.4766, -6.7493)
H (-1.4681, -0.1091, -5.0043)
H (-1.1615, -1.8172, -4.9522)
H (-0.4976, -0.0964, -7.4124)
H (-2.0418, -0.8980, -7.1621)
H (-0.5834, -1.8577, -7.3474)



ORCA calculation (ωB97M-V/def2-TZVPD) on a cluster of 3 separate species, C4H7NO2 in total.

## Properties
SMILES string   CC#N.C=O.C=O
HOMO   -10.03 eV
Orbital gap   10.789 eV
Relative energy (zero: lowest compared OMol25 entry of this formula, charge and spin)   265.9 kJ/mol

Positions of all 14 atoms, in Å:
C (-2.4834, -0.2474, -0.2978)
C (-1.4772, 0.7625, -0.6089)
N (-0.7046, 1.5800, -0.8769)
O (-0.0162, -1.0756, 1.1813)
C (1.1808, -1.2236, 1.1236)
C (2.1409, 1.0186, -0.5198)
O (3.1329, 0.4281, -0.1618)
H (-2.2524, -0.7082, 0.6636)
H (-3.4674, 0.2250, -0.2679)
H (-2.4749, -1.0207, -1.0697)
H (1.3756, 1.3821, 0.1881)
H (1.8707, -0.7375, 1.8353)
H (1.6578, -1.8402, 0.3396)
H (1.9137, 1.2028, -1.5861)



ORCA calculation (ωB97M-V/def2-TZVPD) on a structure of composition C31H42BrFeN8O2Si.

## Properties
Total charge   +2
HOMO (spin up / spin down)   -14.01 / -14.01 eV
Orbital gap (spin up / spin down)   7.340 / 7.547 eV
⟨S²⟩   0.80
2S+1   2
Relative energy (zero: lowest compared OMol25 entry of this formula, charge and spin)   0.0 kJ/mol

Positions of all 86 atoms, in Å:
Fe (0.1660, 2.1627, -0.8845)
C (2.8588, -0.8772, -2.0861)
C (1.8867, 0.1130, -2.1935)
N (1.7992, 1.0538, -1.2647)
C (2.6665, 1.0223, -0.2285)
C (3.6082, 0.0165, -0.1395)
N (3.6981, -0.9400, -1.0615)
C (2.5103, 2.1786, 0.6887)
C (3.3228, 2.5717, 1.7295)
C (3.1301, 3.8407, 2.2928)
C (2.2212, 4.7145, 1.6844)
C (1.4627, 4.2496, 0.6294)
N (1.5244, 2.9718, 0.2595)
C (0.6778, 5.0188, -0.3685)
C (0.5830, 6.3990, -0.4370)
N (-0.0113, 7.0100, -1.4561)
C (-0.5188, 6.2483, -2.4158)
C (-0.4419, 4.8591, -2.3674)
N (0.1626, 4.2552, -1.3503)
C (3.9430, 4.2770, 3.4469)
C (4.1977, 3.4017, 4.4964)
C (4.9555, 3.8537, 5.5671)
N (5.4676, 5.0789, 5.6367)
C (5.2281, 5.9075, 4.6246)
C (4.4698, 5.5613, 3.5151)
H (2.9417, -1.6373, -2.8532)
H (1.1682, 0.1435, -3.0020)
H (4.3019, -0.0227, 0.6912)
H (4.1293, 1.9413, 2.0771)
H (2.1412, 5.7389, 2.0215)
H (1.0087, 7.0260, 0.3370)
H (-0.9984, 6.7435, -3.2504)
H (-0.8659, 4.2342, -3.1444)
H (3.7928, 2.3973, 4.5060)
H (5.1568, 3.1987, 6.4065)
H (5.6640, 6.8968, 4.6981)
H (4.3313, 6.2774, 2.7150)
N (-1.7717, 2.7027, -0.3293)
N (-2.6210, 2.1093, -1.2755)
C (-2.0471, 1.2018, -2.1503)
O (-2.7133, 0.4298, -2.7876)
O (-0.7389, 1.3466, -2.2536)
H (-1.9824, 2.3475, 0.6014)
H (-1.9171, 3.7069, -0.3435)
H (-3.5915, 1.9881, -1.0293)
C (-3.3892, -2.8954, -2.8979)
C (-2.0789, -3.4927, -2.3706)
C (-0.9107, -2.7630, -3.0646)
C (-2.0603, -5.0028, -2.7166)
Si (-1.8119, -3.4302, -0.5191)
Br (-0.3009, 0.5120, 0.7901)
C (-0.2220, -4.1159, 0.2013)
C (-0.6950, -5.5022, 0.7191)
C (0.9387, -4.3160, -0.7807)
C (0.3035, -3.2583, 1.3687)
C (-3.2237, -2.9786, 0.6216)
C (-3.8900, -1.6685, 0.1640)
C (-2.8745, -2.8499, 2.1066)
C (-4.2062, -4.1662, 0.4446)
H (-3.4581, -3.1460, -3.9599)
H (-3.4009, -1.8108, -2.8177)
H (-4.2768, -3.3041, -2.4183)
H (-1.1179, -2.7463, -4.1381)
H (0.0478, -3.2594, -2.9201)
H (-0.8388, -1.7196, -2.7452)
H (-2.0882, -5.0994, -3.8054)
H (-2.9417, -5.5178, -2.3265)
H (-1.1723, -5.5300, -2.3707)
H (-1.0164, -6.1663, -0.0875)
H (-1.4961, -5.4365, 1.4572)
H (0.1543, -5.9862, 1.2094)
H (0.6802, -4.8949, -1.6642)
H (1.7282, -4.8608, -0.2566)
H (1.3623, -3.3620, -1.1012)
H (-0.3454, -3.2675, 2.2388)
H (0.4445, -2.2239, 1.0441)
H (1.2736, -3.6555, 1.6771)
H (-3.1853, -0.8340, 0.1732)
H (-4.6907, -1.4358, 0.8723)
H (-4.3322, -1.7339, -0.8257)
H (-2.2132, -2.0044, 2.3007)
H (-2.4236, -3.7501, 2.5223)
H (-3.8034, -2.6736, 2.6557)
H (-4.5143, -4.3275, -0.5883)
H (-5.1101, -3.9429, 1.0182)
H (-3.8010, -5.1016, 0.8377)



ORCA calculation (ωB97M-V/def2-TZVPD) on a structure of composition C15H35O22S4V.

## Properties
Total charge   -1
HOMO (spin up / spin down)   -4.65 / -4.63 eV
Orbital gap (spin up / spin down)   6.181 / 6.162 eV
⟨S²⟩   0.78
2S+1   2
Relative energy (zero: lowest compared OMol25 entry of this formula, charge and spin)   482.2 kJ/mol

Positions of all 77 atoms, in Å:
O (1.5594, -0.6200, -0.3175)
V (0.8929, 0.7352, 0.0799)
O (-1.1773, 4.5807, 0.6483)
C (-0.2235, 3.7978, 1.1472)
O (0.7036, 4.2866, 1.8276)
O (-0.1121, 2.6548, 0.6949)
H (-0.8323, 5.3534, 1.1017)
O (1.8405, 0.4646, 4.3427)
C (2.2289, 1.0438, 3.2218)
O (1.7207, 0.5661, 2.2057)
O (2.8110, 2.1324, 3.2508)
H (2.2694, 0.9698, 5.0373)
O (4.6486, 2.8123, -1.0074)
C (3.5895, 2.6930, -0.2699)
O (2.8541, 1.6699, -0.4088)
O (3.2676, 3.5135, 0.5420)
H (4.3925, 2.3128, -1.7862)
O (-0.5503, -2.2728, -1.3298)
S (-1.3563, -2.4158, -2.5484)
O (-1.8435, -3.6730, -3.0017)
O (-2.7170, -1.4356, -2.3236)
C (-3.8758, -1.4965, -3.1721)
C (-4.8338, -0.4413, -2.6046)
C (-0.6750, -1.4604, -4.0221)
H (-4.5066, -2.3854, -3.1617)
H (-3.6512, -1.2528, -4.2105)
H (-4.5354, 0.5938, -2.7705)
H (-5.1066, -0.7879, -1.6078)
H (-5.7451, -0.4591, -3.2023)
H (0.1479, -1.9884, -4.5038)
H (-0.3059, -0.5262, -3.5987)
H (-1.4965, -1.2312, -4.7010)
O (-1.9695, 0.3499, 3.1321)
S (-1.9571, -0.3660, 1.8661)
O (-0.7675, -0.3445, 0.9603)
O (-2.3973, -1.8528, 2.1163)
C (-1.3540, -2.7503, 2.4324)
C (-0.5836, -2.4724, 3.6913)
C (-3.4017, 0.1320, 0.7424)
H (-0.7158, -2.8987, 1.5613)
H (-1.9290, -3.6744, 2.4927)
H (0.0831, -1.6100, 3.6942)
H (0.0941, -3.3061, 3.8752)
H (-1.2103, -2.5404, 4.5805)
H (-4.0493, 0.7611, 1.3531)
H (-3.9078, -0.7958, 0.4755)
H (-3.0354, 0.6947, -0.1163)
O (-2.4763, 2.3974, -1.8970)
S (-1.1532, 2.1645, -2.4550)
O (-0.2456, 1.2415, -1.7601)
O (-1.2921, 1.7247, -4.0643)
C (-2.2973, 2.1810, -4.9119)
C (-1.7092, 2.6359, -6.2367)
C (-0.2924, 3.8677, -2.5783)
H (-2.7356, 3.0592, -4.4379)
H (-3.1993, 1.6122, -5.1378)
H (-2.3684, 3.3868, -6.6722)
H (-1.4415, 1.7543, -6.8191)
H (-0.7523, 3.0974, -5.9928)
H (0.1863, 3.9852, -3.5505)
H (0.4430, 3.8426, -1.7742)
H (-1.0901, 4.5932, -2.4188)
O (4.0851, -4.7876, 1.7252)
S (3.5354, -3.5597, 2.2869)
O (2.0615, -3.3715, 2.3917)
O (4.2537, -3.2333, 3.7322)
C (3.5818, -2.3164, 4.6588)
C (4.2176, -2.4824, 6.0520)
C (4.1375, -2.0724, 1.4098)
H (2.5132, -2.5309, 4.6716)
H (3.7276, -1.2821, 4.3475)
H (4.5021, -1.4796, 6.3708)
H (5.1604, -3.0199, 5.9509)
H (3.6711, -3.0541, 6.8020)
H (3.9780, -1.2986, 2.1607)
H (3.5395, -1.8001, 0.5401)
H (5.1788, -2.3151, 1.1979)



ORCA calculation (ωB97M-V/def2-TZVPD) on a cluster of 2 separate species, CH3F3P2 in total.

## Properties
SMILES string   FC(F)=P.FP
HOMO   -9.39 eV
Orbital gap   9.854 eV
Relative energy (zero: lowest compared OMol25 entry of this formula, charge and spin)   101.8 kJ/mol

Positions of all 9 atoms, in Å:
C (-2.8523, -0.2653, -0.1103)
F (-1.8487, 0.2083, -0.7742)
F (-2.7005, -1.5500, 0.0801)
F (0.4302, -0.1454, 0.7822)
P (1.6546, -0.4701, -0.2882)
P (-4.3430, 0.4209, 0.2160)
H (0.7530, -0.8761, -1.1928)
H (1.4609, 0.7171, -0.9213)
H (-3.9668, 1.6262, -0.1699)



ORCA calculation (ωB97M-V/def2-TZVPD) on an isolated molecule of C4H7NS.

## Properties
SMILES string   S=CCN1CC1
HOMO   -8.76 eV
Orbital gap   8.530 eV
Relative energy (zero: lowest compared OMol25 entry of this formula, charge and spin)   232.4 kJ/mol

Positions of all 13 atoms, in Å:
C (0.7758, -0.0242, -1.8948)
C (0.2389, 0.7024, -0.7220)
C (-0.2542, 0.2210, 1.7183)
C (-0.5360, -1.0117, 1.0065)
H (1.6895, -0.5607, -1.7787)
H (-0.7947, 0.9539, -0.9375)
H (0.7179, 1.7092, -0.6008)
H (0.3502, 0.2869, 2.6285)
H (-0.9789, 1.0181, 1.6549)
H (-0.1634, -1.9900, 1.3251)
H (-1.4495, -1.1571, 0.3995)
N (0.4698, -0.0704, 0.4840)
S (-0.0653, -0.0772, -3.2830)



ORCA calculation (ωB97M-V/def2-TZVPD) on an isolated molecule of C15H17N9O.

## Properties
SMILES string   O=C(Cn1nnc(-c2ccccc2-n2cnnn2)n1)N1CCCCC1
HOMO   -9.06 eV
Orbital gap   9.186 eV

Positions of all 42 atoms, in Å:
O (-2.5373, -0.5833, 2.7075)
C (-2.1619, -0.9613, 1.6143)
N (-2.5323, -0.3806, 0.4678)
C (-2.1250, -0.7735, -0.8667)
H (-1.9160, -1.8448, -0.8958)
C (-3.2484, -0.4618, -1.8517)
C (-3.4955, 1.0470, -1.9433)
C (-3.1603, 1.7258, -0.6109)
C (-3.4066, 0.7835, 0.5559)
H (-4.4508, 0.4485, 0.5723)
H (-3.1959, 1.2783, 1.5063)
H (-2.1122, 2.0256, -0.5882)
H (-3.7675, 2.6207, -0.4772)
H (-4.5391, 1.2231, -2.2094)
H (-2.8774, 1.4792, -2.7308)
H (-2.9867, -0.8665, -2.8297)
H (-4.1525, -0.9721, -1.5140)
H (-1.2181, -0.2276, -1.1571)
C (-1.2713, -2.2221, 1.5339)
N (-0.0608, -2.0697, 0.7946)
N (0.2928, -2.8852, -0.1693)
N (1.4446, -2.5051, -0.5914)
C (1.7811, -1.4248, 0.1363)
N (0.8324, -1.1409, 1.0262)
C (3.0307, -0.6998, -0.0014)
C (4.1953, -1.3795, -0.3413)
C (5.4029, -0.7091, -0.3998)
C (5.4636, 0.6465, -0.1170)
C (4.3095, 1.3437, 0.1939)
C (3.0954, 0.6743, 0.2441)
N (1.9159, 1.3942, 0.4842)
C (1.6309, 2.3184, 1.4319)
N (0.4095, 2.7392, 1.2412)
N (-0.0429, 2.0826, 0.1835)
N (0.8224, 1.2827, -0.2763)
H (2.2996, 2.6255, 2.2061)
H (4.3422, 2.4068, 0.3817)
H (6.4078, 1.1675, -0.1526)
H (6.3019, -1.2453, -0.6617)
H (4.1326, -2.4362, -0.5489)
H (-1.0294, -2.4739, 2.5716)
H (-1.8233, -3.0498, 1.0812)